[1]
One molecule with the formula C3H4OS at a distorted geometry. Source: the OMol25 dataset; level of theory: the ωB97M-V functional and the def2-TZVPD basis.

The geometry in XYZ format:
```
9
Properties=species:S:1:pos:R:3:forces:R:3
S -0.242 1.898 0.245 -2.04 -2.37 -1.22
C -0.709 0.327 -0.202 -0.13 1.79 0.28
C 0.366 -0.643 0.124 0.55 6.24 2.26
C 0.089 -1.947 0.296 2.06 -4.27 2.69
O 0.791 -1.462 -0.869 0.39 -2.09 -0.45
H -1.717 -0.164 -0.669 2.36 1.79 0.98
H 1.067 -0.224 0.905 -0.17 -0.16 -1.54
H -0.864 -2.269 0.282 -3.22 -1.27 -1.21
H 0.584 -2.443 1.195 0.21 0.33 -1.80
```
Forces are in eV/Å.

Charge ... 0
2S+1 ... 1
E_HOMO ... -9.035 eV
Orbital gap ... 8.24 eV
Lowest unoccupied orbital energy ... -0.8 eV
SMILES string ... S=C[C@H]1CO1


[2]
C10H17N2O2 as an isolated structure at a distorted geometry. Source: the OMol25 dataset; level of theory: the ωB97M-V functional and the def2-TZVPD basis.

The geometry in XYZ format:
```
31
Properties=species:S:1:pos:R:3:forces:R:3
C -2.858 -0.502 0.074 -0.03 1.96 -0.22
C -2.500 -1.767 -0.036 -0.62 0.52 0.51
C -0.649 -0.600 0.169 3.27 2.74 0.00
C -3.951 0.510 0.147 -1.87 -2.73 2.27
C -3.260 1.727 -0.286 0.92 2.19 -3.02
C -1.859 1.653 0.313 2.45 2.53 0.94
C 1.882 -0.313 -1.727 1.96 0.28 -1.06
C 3.676 -0.507 0.057 0.58 -1.26 2.59
C 1.271 -0.147 0.707 -1.57 -5.15 0.59
C 2.216 -0.758 -0.309 -0.17 -0.86 0.38
N -1.630 0.245 0.228 -1.60 -2.17 -0.29
N 1.291 -0.850 1.922 -2.41 6.07 1.04
O -1.149 -1.780 0.012 1.45 -2.78 -0.07
O -3.203 -2.877 -0.078 -2.01 2.59 -1.36
H -4.930 0.237 -0.304 0.97 0.29 -0.24
H -4.192 0.451 1.258 0.06 0.91 -0.97
H -3.085 1.690 -1.439 -0.58 0.01 1.79
H -3.794 2.654 -0.091 0.15 -0.01 0.17
H -0.922 2.208 -0.204 -2.62 -1.03 0.86
H -1.854 2.026 1.406 -0.01 -0.81 -1.51
H 2.842 -0.271 -2.363 -1.27 -0.23 1.01
H 1.316 -1.153 -2.168 -0.56 1.25 -0.22
H 1.554 0.769 -1.765 -0.48 -1.46 -0.14
H 3.990 0.525 0.097 -0.36 0.58 0.68
H 4.283 -0.834 -0.743 0.58 -0.98 -0.90
H 4.012 -1.134 1.033 -0.76 1.81 -2.18
H 1.242 0.879 0.661 -0.51 2.37 0.43
H 2.078 -1.874 -0.204 0.04 0.98 -0.38
H 0.583 -0.593 2.686 1.88 -0.71 -1.70
H 1.607 -1.729 1.868 1.12 -3.86 0.04
H -2.745 -3.619 0.165 2.01 -3.02 0.97
```
Forces are in eV/Å.

Charge ... +1
2S+1 ... 1
E_HOMO ... -12.657 eV
Orbital gap ... 10.01 eV
Lowest unoccupied orbital energy ... -2.6 eV


[3]
One molecule with the formula C4H7N at a distorted geometry. Source: the OMol25 dataset; level of theory: the ωB97M-V functional and the def2-TZVPD basis.

The geometry in XYZ format:
```
12
Properties=species:S:1:pos:R:3:forces:R:3
C 0.572 1.695 0.537 1.70 4.34 1.52
N -0.312 0.894 0.765 -2.93 -2.56 -3.78
C -0.071 -0.371 0.099 -1.24 -1.34 1.59
C 0.699 -1.277 0.723 0.27 0.40 0.69
C -0.961 -0.555 -1.164 -1.41 1.01 0.73
H 0.322 2.661 0.154 -0.29 1.57 0.34
H 1.506 1.689 1.064 2.05 -1.04 -1.07
H 1.559 -0.837 1.321 -1.60 -0.83 0.05
H 0.271 -2.260 0.947 1.24 -0.33 -1.10
H -0.616 -1.490 -1.681 -0.82 0.77 0.50
H -0.818 0.336 -1.898 -0.01 -1.44 1.37
H -2.150 -0.485 -0.867 3.02 -0.56 -0.83
```
Forces are in eV/Å.

Charge ... 0
2S+1 ... 1
E_HOMO ... -8.119 eV
Orbital gap ... 8.40 eV
Lowest unoccupied orbital energy ... 0.3 eV
SMILES string ... C=NC(=C)C


[4]
One molecule with the formula CH3NOP2S at a distorted geometry. Source: the OMol25 dataset; level of theory: the ωB97M-V functional and the def2-TZVPD basis.

The geometry in XYZ format:
```
9
Properties=species:S:1:pos:R:3:forces:R:3
C 0.832 0.620 1.014 0.53 -0.90 -1.10
N -0.150 0.666 1.804 -0.03 1.44 1.58
O 0.035 -1.677 -0.229 0.18 -0.39 0.26
P 1.261 -0.611 -0.281 -0.38 -0.27 0.18
P -1.412 -2.043 0.815 -0.05 1.69 0.94
S -1.471 -0.261 2.015 -0.28 -2.34 -1.21
H 1.570 1.407 1.139 0.06 0.40 -0.19
H 0.714 0.254 -1.257 0.24 0.50 -0.17
H -2.294 -1.561 -0.163 -0.27 -0.12 -0.29
```
Forces are in eV/Å.

⟨S²⟩ ... 2.014
Charge ... 0
2S+1 ... 3
E_HOMO (spin up / spin down) ... -5.766 / -8.837 eV
Orbital gap (spin up / spin down) ... 6.15 / 5.45 eV
Lowest unoccupied orbital energy (spin up / spin down) ... 0.4 / -3.4 eV


[5]
One molecule with the formula C7H4N4O3 at a distorted geometry. Source: the OMol25 dataset; level of theory: the ωB97M-V functional and the def2-TZVPD basis.

The geometry in XYZ format:
```
18
Properties=species:S:1:pos:R:3:forces:R:3
O -0.249 1.365 -1.678 -2.00 -1.23 1.42
N -1.237 1.091 -1.125 1.40 1.22 -2.28
C -1.181 -0.133 0.139 0.44 0.09 0.73
N -2.623 -0.567 0.169 0.75 0.34 0.90
O -3.350 0.255 0.677 -0.72 0.13 -0.17
O -2.942 -1.663 -0.231 0.22 0.27 -0.24
C -0.766 0.982 1.088 1.28 -2.48 -1.76
C 0.571 1.288 1.107 -3.09 0.68 1.69
C 1.453 0.458 0.385 1.08 1.27 -0.06
N 2.718 0.767 0.149 -1.73 1.53 1.47
N 3.227 -0.183 -0.590 0.79 -3.05 -1.47
C 2.352 -1.164 -0.787 -0.34 2.22 0.91
C 1.086 -0.809 -0.243 -1.41 1.75 1.17
C -0.265 -1.127 -0.237 2.98 -2.16 -1.53
H -1.649 1.382 1.473 -0.60 1.43 1.08
H 0.768 2.165 1.746 0.87 -0.62 -0.65
H 2.547 -1.996 -1.323 0.93 -2.42 -1.69
H -0.460 -2.111 -0.719 -0.86 1.03 0.48
```
Forces are in eV/Å.

Charge ... 0
2S+1 ... 1
E_HOMO (spin up / spin down) ... -9.133 / -9.132 eV
Orbital gap (spin up / spin down) ... 6.87 / 6.86 eV
Lowest unoccupied orbital energy (spin up / spin down) ... -2.3 / -2.3 eV
SMILES string ... O=N[C@]1([N+](=O)[O-])C=CC2=NN=CC2=C1


[6]
A 5-piece molecular cluster, C22H34NO16 overall at a distorted geometry. Source: the OMol25 dataset; level of theory: the ωB97M-V functional and the def2-TZVPD basis.

The geometry in XYZ format:
```
73
Properties=species:S:1:pos:R:3:forces:R:3
C -0.674 1.014 0.360 -0.60 0.39 0.11
C -0.855 -0.357 -0.434 -0.02 -3.42 3.15
O -0.844 -1.423 0.240 -0.01 4.07 -3.12
O -1.009 -0.503 -1.847 0.71 2.70 1.11
C -0.991 0.752 -2.532 -1.76 3.58 -1.35
O -1.902 1.608 -2.475 3.14 -3.80 0.45
C 0.261 1.098 -3.505 -0.42 -1.64 0.63
C 1.554 1.570 -2.670 -0.08 0.12 0.79
C 2.502 0.287 -2.493 -1.96 -0.90 0.26
N 3.922 0.601 -2.111 0.31 -0.94 0.01
C 4.563 1.692 -2.912 1.94 2.09 0.12
C 3.805 3.088 -2.749 -1.60 -0.47 -0.32
O 3.749 3.527 -1.356 0.22 0.06 -1.62
C 2.276 2.890 -3.236 -0.10 0.71 -1.10
C 2.273 3.036 -4.836 0.40 0.65 -0.14
H -1.096 0.830 1.418 0.83 0.06 -1.81
H -1.251 1.898 -0.068 0.82 -1.37 0.29
H 0.419 1.340 0.465 -1.45 -0.71 -0.26
H 0.514 0.091 -4.016 -0.42 1.78 0.38
H -0.125 1.874 -4.244 0.62 -1.18 1.15
H 1.168 1.834 -1.611 0.85 -0.28 -1.62
H 2.518 -0.424 -3.394 0.11 1.37 1.11
H 2.061 -0.332 -1.621 0.79 0.84 -1.43
H 3.979 0.748 -1.081 0.02 0.44 -0.87
H 4.486 -0.261 -2.289 -0.51 0.69 0.29
H 5.632 1.816 -2.487 -1.68 -0.27 -0.69
H 4.685 1.378 -4.015 -0.59 0.43 1.82
H 4.303 3.890 -3.415 -0.62 -1.47 1.03
H 3.282 4.402 -1.412 0.42 -1.01 0.38
H 1.693 3.800 -2.825 0.86 -1.46 -0.60
H 2.872 2.209 -5.375 -1.11 1.16 0.83
H 2.813 4.033 -5.068 -0.86 -1.61 0.29
H 1.229 3.152 -5.297 1.60 -0.42 0.77
C -2.142 5.852 -0.641 -0.89 0.08 -0.08
C -1.378 4.936 0.265 -0.43 -0.34 0.91
O -0.127 4.799 -0.397 0.29 0.35 -0.60
C 0.030 5.892 -1.188 0.24 0.40 -0.26
O 1.052 6.172 -1.756 -0.47 -0.42 0.30
O -1.113 6.625 -1.251 0.92 -0.42 0.00
H -2.840 6.490 -0.098 0.19 0.09 -0.16
H -2.687 5.312 -1.420 0.07 0.05 0.01
H -1.208 5.370 1.254 0.07 -0.08 -0.09
H -1.862 3.966 0.383 0.19 0.06 -0.05
C 3.886 3.965 1.826 0.62 -0.08 -0.55
C 4.086 4.101 3.306 0.70 -0.06 0.49
O 2.871 4.702 3.738 -0.46 -0.15 -0.56
C 1.925 4.400 2.810 -0.89 0.35 0.38
O 0.754 4.608 2.938 0.69 -0.17 -0.14
O 2.478 3.832 1.706 -0.24 -0.02 0.23
H 4.393 3.093 1.412 -0.18 0.07 -0.03
H 4.205 4.855 1.277 -0.01 -0.05 0.05
H 4.199 3.134 3.805 -0.04 0.06 -0.03
H 4.942 4.730 3.555 -0.23 0.04 0.10
C -2.478 -4.191 1.227 0.03 0.90 -0.15
C -1.865 -5.329 0.470 0.37 0.00 -0.77
O -1.868 -6.385 1.420 -0.40 0.11 0.48
C -2.845 -6.105 2.325 -0.31 -0.56 0.65
O -3.228 -6.870 3.164 0.37 0.66 -0.62
O -3.332 -4.846 2.155 0.17 -0.68 0.07
H -3.047 -3.520 0.583 -0.07 -0.08 0.20
H -1.736 -3.608 1.780 -0.05 -0.05 -0.05
H -2.465 -5.629 -0.394 0.01 0.01 0.07
H -0.850 -5.109 0.136 -0.05 -0.18 0.13
C -4.975 -9.330 5.171 0.55 0.38 0.50
C -5.424 -8.922 3.802 0.26 0.69 -0.57
O -6.020 -10.108 3.292 -0.16 -0.42 0.52
C -6.401 -10.858 4.363 -0.66 -0.91 -0.12
O -7.082 -11.840 4.293 0.55 0.77 0.07
O -5.907 -10.345 5.524 -0.26 -0.19 -0.46
H -5.010 -8.506 5.885 -0.09 -0.20 0.03
H -3.969 -9.759 5.172 -0.06 0.02 -0.03
H -6.178 -8.130 3.827 0.02 -0.06 0.04
H -4.596 -8.602 3.171 -0.22 -0.18 0.01
```
Forces are in eV/Å.

Charge ... +1
2S+1 ... 1
E_HOMO ... -11.436 eV
Orbital gap ... 7.74 eV
Lowest unoccupied orbital energy ... -3.7 eV